ORCA calculation (the ωB97M-V functional and the def2-TZVPD basis) on an isolated molecule of C4H6S2.

```
! wB97M-V def2-TZVPD RIJCOSX def2/J DEFGRID3
* xyz 0 3
C 1.36 -0.25 -0.63
C 0.16 -0.09 -1.22
C 1.24 -0.08 0.84
C -0.77 0.08 -0.02
S -1.65 -1.34 0.27
S -1.64 1.61 0.38
H 2.39 -0.59 -0.83
H -0.24 -0.13 -2.23
H 1.32 -1.01 1.39
H 1.21 0.82 1.34
H -2.35 -1.18 1.36
H -1.02 2.18 -0.64
*
```

Values from the calculation:
Frontier orbital gap (alpha / beta), eV: 6.5664 / 8.0899
Energy above the lowest of the compared OMol25 structures with the same formula, charge and spin, kcal per mole: 59.4
Energy, a.u.: -952.16474
Expectation value of S²: 2.01


ORCA calculation (the ωB97M-V functional and the def2-TZVPD basis) on an isolated molecule of C5H13NS.

```
! wB97M-V def2-TZVPD RIJCOSX def2/J DEFGRID3
* xyz 0 1
C 1.54 0.60 0.22
C 0.71 0.73 1.48
S -0.73 1.86 1.05
C 0.86 -0.20 -0.95
N -0.38 -0.95 -0.74
C -0.18 -2.18 0.02
C -1.02 -1.28 -2.01
H 2.45 0.02 0.41
H 1.83 1.56 -0.23
H 0.35 -0.26 1.74
H 1.13 1.15 2.39
H -1.45 1.27 1.98
H 1.64 -0.92 -1.23
H 0.80 0.37 -1.87
H 0.44 -2.10 0.92
H -1.12 -2.62 0.35
H 0.42 -2.85 -0.61
H -0.95 -0.38 -2.62
H -0.49 -2.01 -2.65
H -2.00 -1.66 -1.75
*
```

Values from the calculation:
Frontier orbital gap, eV: 9.1426
Energy above the lowest of the compared OMol25 structures with the same formula, charge and spin, kcal per mole: 31.5
Energy, a.u.: -651.19375


ORCA calculation (the ωB97M-V functional and the def2-TZVPD basis) on a cluster of 2 separate species, C4H12 in total.

```
! wB97M-V def2-TZVPD RIJCOSX def2/J DEFGRID3
* xyz 0 1
C 1.50 0.80 0.10
C 1.98 1.68 -1.06
H 0.59 1.19 0.54
H 1.34 -0.23 -0.22
H 2.24 0.76 0.90
H 2.94 1.30 -1.43
H 2.14 2.71 -0.75
H 1.28 1.63 -1.89
C -1.78 -1.20 1.24
C -1.72 -1.25 -0.29
H -2.54 -1.88 1.61
H -0.83 -1.52 1.67
H -1.98 -0.19 1.60
H -0.95 -0.59 -0.68
H -2.68 -0.95 -0.72
H -1.52 -2.26 -0.63
*
```

Values from the calculation:
Frontier orbital gap, eV: 12.9830
Energy above the lowest of the compared OMol25 structures with the same formula, charge and spin, kcal per mole: 0.1
Energy, a.u.: -159.58488


ORCA calculation (the ωB97M-V functional and the def2-TZVPD basis) on an isolated molecule of C6H7NO.

```
! wB97M-V def2-TZVPD RIJCOSX def2/J DEFGRID3
* xyz 0 1
C 1.56 -0.20 -0.16
C 0.99 1.28 0.11
C -0.41 0.75 -0.02
C -2.62 0.19 0.10
C -0.64 -0.61 0.04
C 0.57 -1.36 0.18
H 2.66 -0.11 0.15
H 1.44 -0.11 -1.32
H 1.47 1.79 0.93
H 1.46 2.02 -0.64
H -3.76 -0.14 -0.16
H 0.62 -2.16 -0.37
H 0.52 -1.66 1.27
N -1.93 1.30 0.03
O -1.94 -0.97 -0.14
*
```

Values from the calculation:
Frontier orbital gap, eV: 9.8193
Energy above the lowest of the compared OMol25 structures with the same formula, charge and spin, kcal per mole: 79.7
Energy, a.u.: -362.68646


ORCA calculation (the ωB97M-V functional and the def2-TZVPD basis) on a cluster of 12 separate species, C19H50O18 in total.

```
! wB97M-V def2-TZVPD RIJCOSX def2/J DEFGRID3
* xyz 0 1
C 7.20 -1.60 -19.79
C 8.60 -1.22 -19.28
O 8.34 -0.01 -18.61
C 7.03 0.25 -18.48
O 6.60 1.22 -17.96
O 6.33 -0.74 -19.06
H 7.03 -2.66 -19.60
H 6.98 -1.40 -20.84
H 9.28 -1.07 -20.12
H 9.07 -2.02 -18.71
C 11.00 -5.00 -24.99
C 11.22 -3.64 -24.38
O 10.00 -3.30 -23.75
C 9.02 -4.08 -24.26
O 7.88 -3.99 -23.97
O 9.55 -5.02 -25.07
H 11.25 -5.84 -24.35
H 11.40 -4.96 -26.00
H 11.44 -2.83 -25.08
H 12.11 -3.64 -23.75
C 7.47 -0.15 -28.99
C 8.67 -1.11 -28.99
O 8.14 -2.25 -28.24
C 7.14 -1.76 -27.45
O 6.65 -2.39 -26.57
O 6.81 -0.51 -27.79
H 6.79 -0.25 -29.84
H 7.85 0.87 -29.02
H 9.52 -0.83 -28.37
H 8.89 -1.45 -30.00
O 7.39 0.72 -21.90
H 6.93 0.83 -21.06
H 6.70 0.45 -22.52
O 2.34 -5.02 -24.46
H 2.59 -5.12 -25.39
H 3.07 -4.52 -24.07
O 2.83 -1.56 -19.11
H 2.18 -2.27 -19.09
H 3.67 -2.01 -19.23
O 4.78 2.32 -22.79
H 4.14 1.99 -22.14
H 4.97 3.22 -22.51
C 0.78 -2.76 -22.22
C -0.25 -3.86 -22.42
O -0.51 -4.07 -23.79
H 1.03 -2.37 -21.23
H 0.55 -1.81 -22.70
H 1.77 -3.08 -22.56
H -1.21 -3.54 -22.01
H 0.02 -4.74 -21.82
H 0.33 -4.36 -24.19
C 4.14 -1.15 -22.92
C 5.30 -2.02 -23.43
O 4.76 -3.30 -23.84
H 4.48 -0.12 -22.87
H 3.74 -1.47 -21.96
H 3.38 -1.21 -23.70
H 6.06 -2.28 -22.70
H 5.65 -1.50 -24.32
H 5.54 -3.82 -24.08
C 5.18 -5.24 -21.03
C 4.43 -4.07 -20.33
O 3.20 -4.56 -19.79
H 4.54 -6.01 -21.46
H 5.80 -5.72 -20.27
H 5.89 -4.88 -21.78
H 4.42 -3.31 -21.11
H 5.05 -3.75 -19.49
H 3.53 -5.27 -19.22
C 4.35 0.85 -26.19
C 3.60 -0.27 -26.87
O 2.34 0.23 -27.32
H 3.87 1.27 -25.31
H 4.51 1.57 -27.00
H 5.29 0.40 -25.86
H 3.39 -1.12 -26.21
H 4.20 -0.52 -27.75
H 1.71 -0.48 -27.45
C 1.79 2.11 -19.00
C 3.19 1.66 -19.42
O 3.28 0.96 -20.66
H 1.85 2.43 -17.96
H 1.07 1.31 -19.12
H 1.46 2.94 -19.63
H 3.54 1.03 -18.60
H 3.83 2.54 -19.40
H 2.74 0.17 -20.51
*
```

Values from the calculation:
Frontier orbital gap, eV: 9.6282
Energy above the lowest of the compared OMol25 structures with the same formula, charge and spin, kcal per mole: 28.0
Energy, a.u.: -2108.20916